ORCA calculation (wB97M-V/def2-TZVPD) on 2 unconnected molecules or ions with the total composition C5H7NOS at a distorted geometry.

Summary:
ΔE to the lowest compared entry with this formula, charge and spin in kcal/mol: 136.8
Net charge: 0
SMILES string: O=S1#CNC=C1.C=C
Strongest force on any atom in eV/A: 4.69
Calculated total energy in eV: -19665.670

Last columns: bonded neighbours and bond lengths (Å).
Atoms and positions in Å:
1 C -0.50 1.37 0.30  C2 1.335, N6 1.435, H9 0.984
2 C -1.37 0.80 1.14  C1 1.335, S8 1.900, H10 1.103
3 C -1.35 -0.10 -1.36  N6 1.299, S8 1.810
4 C 1.63 -1.56 0.31  C5 1.307, H11 1.046, H12 1.022
5 C 2.03 -0.54 -0.41  C4 1.307, H14 1.200, H15 1.127
6 N -0.50 0.83 -1.02  C1 1.435, C3 1.299, H13 1.011
7 O -3.61 -0.30 0.11  S8 1.465
8 S -2.18 -0.61 0.16  C2 1.900, C3 1.810, O7 1.465
9 H 0.14 2.12 0.37  C1 0.984
10 H -1.69 0.90 2.19  C2 1.103
11 H 0.88 -2.24 0.05  C4 1.046
12 H 1.92 -1.55 1.29  C4 1.022
13 H 0.18 1.14 -1.71  N6 1.011
14 H 2.73 0.31 0.07  C5 1.200
15 H 1.69 -0.57 -1.48  C5 1.127